Molecular formula: H26O13
Method: DFT, ωB97M-V/def2-TZVPD

Results
* HOMO energy: -9.457 eV
* frontier orbital gap: 7.836 eV
* LUMO level: -1.6 eV
* energy above the lowest of the compared OMol25 structures with the same formula, charge and spin: 4.819 eV

Structure (ORCA input):
```
! RIJCOSX wB97M-V def2-TZVPD def2/J DEFGRID3
* xyz 0 1
O -29.103 -41.110 45.064
H -28.474 -40.903 44.298
H -29.718 -40.445 44.790
O -32.031 -38.706 47.375
H -31.366 -38.540 46.723
H -32.789 -38.587 46.801
O -28.140 -42.506 47.369
H -28.424 -42.306 46.439
H -27.480 -43.149 47.194
O -25.465 -39.243 46.022
H -25.853 -38.335 46.408
H -24.624 -39.499 46.329
O -27.273 -37.101 46.189
H -27.694 -37.108 45.262
H -26.933 -36.118 46.235
O -26.015 -38.405 49.865
H -26.067 -39.360 49.451
H -26.867 -38.152 49.464
O -28.785 -40.394 49.725
H -28.287 -39.904 49.050
H -28.731 -39.758 50.536
O -31.661 -40.954 48.818
H -30.794 -40.689 49.030
H -31.898 -40.359 48.111
O -30.507 -37.601 45.097
H -29.514 -37.204 44.807
H -30.503 -38.321 44.501
O -28.749 -39.437 47.250
H -28.850 -39.981 46.472
H -28.296 -38.542 47.012
O -26.212 -40.749 48.280
H -26.996 -41.210 47.975
H -25.932 -40.328 47.377
O -27.868 -36.905 48.462
H -27.608 -36.912 47.531
H -28.722 -37.100 48.699
O -30.152 -37.723 49.309
H -30.184 -37.782 50.237
H -30.729 -38.336 48.957
*
```

Molecular formula: C5H11O3
Method: DFT, ωB97M-V/def2-TZVPD

Results
* HOMO energy: -4.491 eV
* frontier orbital gap: 8.407 eV
* LUMO level: 3.9 eV
* energy above the lowest of the compared OMol25 structures with the same formula, charge and spin: 1.283 eV

Structure (ORCA input):
```
! RIJCOSX wB97M-V def2-TZVPD def2/J DEFGRID3
* xyz -1 1
C -0.418 -1.171 1.792
C 1.118 -0.856 1.839
O -1.193 -0.021 2.010
H -0.615 -1.553 0.762
H -0.663 -1.827 2.625
H 1.297 0.144 2.261
H -1.333 0.383 1.080
H 1.555 -0.654 0.851
H 1.536 -1.582 2.524
C -0.044 1.221 -1.321
C 0.901 0.375 -2.150
C -1.568 0.672 -1.231
O -1.874 -0.168 -2.082
O -2.166 0.937 -0.148
H 0.165 1.393 -0.273
H -0.101 2.257 -1.688
H 1.927 0.439 -1.808
H 0.831 0.660 -3.197
H 0.646 -0.650 -1.847
*
```

Molecular formula: C12H17BCoN6O2
Method: DFT, ωB97M-V/def2-TZVPD

Results
* HOMO energy (spin up / spin down): -7.516 / -8.866 eV
* expectation value of S²: 3.801
* frontier orbital gap (spin up / spin down): 7.423 / 7.477 eV
* LUMO level (spin up / spin down): -0.1 / -1.4 eV
* energy above the lowest of the compared OMol25 structures with the same formula, charge and spin: 6.088 eV

Structure (ORCA input):
```
! RIJCOSX wB97M-V def2-TZVPD def2/J DEFGRID3
* xyz 0 4
H 1.520 2.248 1.665
N 1.122 0.284 0.905
B 0.801 -2.193 0.678
N 1.376 -0.970 1.409
C 2.113 -0.865 2.531
Co 0.109 0.566 -0.738
H 2.466 -1.758 3.023
C 2.300 0.489 2.796
H 2.849 0.906 3.621
C 1.642 1.180 1.774
H 1.127 -3.261 1.111
C -0.902 1.101 -2.139
H -0.608 2.178 -2.301
H -1.899 0.993 -1.873
H -0.455 0.640 -3.036
N 1.272 -1.983 -0.801
N -0.706 -1.931 0.624
N 0.948 -0.727 -1.393
N -1.171 -0.751 0.082
C 1.987 -2.707 -1.654
C -1.755 -2.652 1.060
H 2.343 -3.674 -1.360
H -1.607 -3.632 1.477
C 2.186 -1.975 -2.801
C -2.904 -1.902 0.866
C 1.593 -0.768 -2.639
C -2.497 -0.698 0.291
H 2.731 -2.268 -3.660
H -3.908 -2.184 1.120
H 1.480 0.125 -3.285
H -3.094 0.168 0.049
H 1.318 1.429 -1.033
C -1.642 4.136 0.698
C -1.747 2.665 0.296
O -2.842 2.221 -0.078
O -0.659 1.950 0.354
H -2.610 4.634 0.734
H -1.086 4.700 -0.057
H -1.189 4.284 1.684
*
```

Molecular formula: C54H94N4O26
Method: DFT, ωB97M-V/def2-TZVPD

Results
* structure (SMILES): Oc1ccc(O)cc1.Oc1ccc(O)cc1.Oc1ccc(O)cc1.COCCNCCOC.COCCNCCOC.COCCNCCOC.COCCNCCOC.O=C1OCCO1.O=C1OCCO1.O=C1OCCO1.O=C1OCCO1
* HOMO energy: -7.585 eV
* frontier orbital gap: 7.875 eV
* LUMO level: 0.3 eV

Structure (ORCA input):
```
! RIJCOSX wB97M-V def2-TZVPD def2/J DEFGRID3
* xyz 0 1
C -2.682 3.542 8.350
O -1.933 2.915 7.331
C -0.551 3.150 7.429
C 0.162 2.763 6.148
N 0.473 1.340 6.148
C 1.292 0.877 5.049
C 1.753 -0.572 5.249
O 0.667 -1.461 5.506
C 0.508 -1.743 6.886
H -2.392 3.179 9.340
H -3.732 3.346 8.141
H -2.536 4.632 8.343
H -0.061 2.798 8.348
H -0.379 4.237 7.584
H 1.088 3.338 6.152
H -0.497 3.018 5.307
H -0.362 0.772 6.207
H 2.161 1.518 4.881
H 0.722 0.847 4.105
H 2.570 -0.591 5.974
H 2.065 -0.902 4.253
H 1.459 -2.017 7.348
H -0.190 -2.575 6.997
H 0.051 -0.905 7.421
C -3.983 -0.275 1.074
O -3.946 -1.626 0.696
C -4.608 -2.517 1.561
C -4.550 -3.904 0.954
N -3.180 -4.420 1.032
C -3.000 -5.783 1.506
C -3.914 -6.798 0.904
O -3.858 -7.053 -0.506
C -2.708 -6.559 -1.174
H -4.970 0.089 1.360
H -3.657 0.296 0.201
H -3.213 -0.106 1.832
H -5.656 -2.210 1.687
H -4.147 -2.603 2.556
H -4.895 -3.959 -0.080
H -5.165 -4.535 1.607
H -2.529 -3.756 1.422
H -3.107 -5.795 2.610
H -1.947 -6.074 1.443
H -4.968 -6.751 1.170
H -3.585 -7.759 1.339
H -2.621 -5.482 -1.025
H -2.838 -6.795 -2.229
H -1.769 -7.029 -0.854
C 4.269 -3.004 4.148
O 3.339 -2.746 3.113
C 3.861 -2.922 1.827
C 3.515 -4.242 1.173
N 2.071 -4.514 1.229
C 1.213 -3.703 0.386
C -0.241 -3.842 0.819
O -0.344 -3.871 2.231
C -0.320 -2.579 2.823
H 4.614 -4.039 4.086
H 3.843 -2.739 5.111
H 5.140 -2.346 4.012
H 4.961 -2.788 1.738
H 3.616 -2.049 1.209
H 3.996 -5.101 1.649
H 3.801 -4.315 0.121
H 1.794 -4.326 2.187
H 1.354 -3.883 -0.687
H 1.528 -2.637 0.435
H -0.667 -4.730 0.344
H -0.830 -3.000 0.431
H 0.721 -2.328 3.050
H -0.840 -2.682 3.773
H -0.737 -1.748 2.247
C 5.013 -2.183 -8.556
O 5.384 -1.429 -7.391
C 6.617 -0.777 -7.511
C 7.385 -0.820 -6.209
N 6.621 -0.248 -5.108
C 7.242 -0.512 -3.837
C 6.395 0.045 -2.695
O 5.348 -0.853 -2.413
C 4.437 -0.318 -1.509
H 4.466 -3.041 -8.173
H 5.869 -2.430 -9.178
H 4.334 -1.583 -9.171
H 6.465 0.307 -7.646
H 7.264 -1.090 -8.332
H 8.354 -0.308 -6.252
H 7.742 -1.840 -5.945
H 5.664 -0.575 -5.063
H 8.204 0.002 -3.736
H 7.413 -1.583 -3.657
H 5.984 1.021 -2.990
H 7.056 0.260 -1.841
H 4.169 0.688 -1.866
H 4.735 -0.259 -0.457
H 3.492 -0.863 -1.537
C 0.495 -0.456 -3.741
C 1.557 0.210 -4.325
C 2.444 -0.457 -5.153
C 2.341 -1.832 -5.321
C 1.325 -2.510 -4.677
C 0.381 -1.833 -3.916
O -0.609 -2.554 -3.297
O 3.490 0.264 -5.656
H -0.181 -0.015 -3.021
H 1.621 1.283 -4.184
H 3.202 -2.413 -5.635
H 1.244 -3.589 -4.593
H -1.423 -2.040 -3.232
H 4.010 -0.281 -6.259
C -5.473 -1.786 -4.279
C -4.690 -1.837 -3.149
C -3.579 -1.016 -3.022
C -3.311 -0.036 -3.964
C -4.149 0.091 -5.069
C -5.215 -0.787 -5.210
O -5.956 -0.770 -6.355
O -2.786 -1.114 -1.893
H -6.265 -2.477 -4.535
H -4.889 -2.610 -2.412
H -2.361 0.481 -3.888
H -3.958 0.807 -5.857
H -5.658 -0.068 -6.939
H -3.157 -1.761 -1.276
C -1.199 6.131 -0.571
C -0.348 5.042 -0.408
C 0.559 4.719 -1.406
C 0.482 5.352 -2.635
C -0.321 6.484 -2.786
C -1.090 6.909 -1.712
O -1.820 8.090 -1.841
O 1.418 3.689 -1.165
H -1.864 6.364 0.250
H -0.376 4.464 0.503
H 1.101 5.030 -3.469
H -0.485 7.003 -3.720
H -1.200 8.824 -1.853
H 1.942 3.505 -1.951
C -3.602 3.085 -2.603
C -4.550 3.925 -1.728
O -5.629 4.181 -2.624
C -5.471 3.493 -3.791
O -6.248 3.587 -4.680
O -4.215 3.009 -3.874
H -3.423 2.071 -2.229
H -2.591 3.498 -2.640
H -4.045 4.842 -1.435
H -4.877 3.376 -0.852
C 3.435 3.032 2.396
C 3.619 4.160 3.401
O 2.251 4.630 3.605
C 1.449 4.110 2.663
O 0.279 4.314 2.584
O 2.109 3.247 1.869
H 3.478 2.026 2.813
H 4.091 3.088 1.531
H 4.083 5.032 2.944
H 4.024 3.876 4.363
C -0.781 0.894 -0.511
C -0.724 1.514 0.874
O 0.075 0.505 1.517
C 1.061 0.231 0.613
O 2.163 -0.120 0.833
O 0.562 0.416 -0.624
H -1.013 1.591 -1.314
H -1.492 0.071 -0.556
H -1.685 1.598 1.369
H -0.245 2.489 0.834
C -4.497 2.664 4.123
C -4.627 4.205 4.023
O -4.204 4.520 2.712
C -3.907 3.386 2.044
O -3.342 3.357 0.998
O -4.106 2.292 2.804
H -5.471 2.228 4.337
H -3.749 2.349 4.840
H -3.947 4.638 4.759
H -5.639 4.520 4.268
*
```

Molecular formula: C5H8N2
Method: DFT, ωB97M-V/def2-TZVPD

Results
* HOMO energy (spin up / spin down): -7.431 / -7.430 eV
* frontier orbital gap (spin up / spin down): 7.787 / 7.786 eV
* LUMO level (spin up / spin down): 0.4 / 0.4 eV
* energy above the lowest of the compared OMol25 structures with the same formula, charge and spin: 4.664 eV

Structure (ORCA input):
```
! RIJCOSX wB97M-V def2-TZVPD def2/J DEFGRID3
* xyz 0 1
C -0.506 1.418 0.970
C -0.653 0.027 0.401
C -0.554 -0.269 -1.101
N -0.070 -1.523 -0.765
C 0.455 -1.087 0.481
C 1.832 -0.328 0.146
N 1.896 0.434 -0.799
H 0.407 1.897 0.613
H -1.363 2.029 0.666
H -0.485 1.396 2.065
H -1.561 -0.452 0.793
H 1.020 0.592 -1.502
H -1.289 -0.118 -1.885
H 0.338 -2.212 -1.384
H 0.531 -1.804 1.301
*
```

Molecular formula: C40H50CsFN13O3S
Method: DFT, ωB97M-V/def2-TZVPD

Results
* HOMO energy: -5.293 eV
* frontier orbital gap: 7.320 eV
* LUMO level: 2.0 eV

Structure (ORCA input):
```
! RIJCOSX wB97M-V def2-TZVPD def2/J DEFGRID3
* xyz -1 1
Cs 1.048 0.398 -1.010
C 0.863 -4.256 -0.189
C 1.273 -3.662 -1.539
N 0.227 -2.856 -2.119
C -0.882 -3.559 -2.707
C -1.896 -2.593 -3.315
N -2.237 -1.500 -2.424
C -3.574 -0.955 -2.611
C -4.594 -1.722 -1.774
C -4.551 -1.357 -0.283
N -3.333 -1.664 0.442
C -3.047 -3.082 0.559
C -1.785 -3.299 1.396
N -0.653 -2.568 0.862
C 0.637 -3.238 0.932
H 1.655 -4.944 0.124
H -0.037 -4.870 -0.307
H 1.584 -4.488 -2.212
H 2.144 -3.023 -1.389
H 0.606 -2.220 -2.812
H -1.370 -4.142 -1.922
H -0.571 -4.272 -3.498
H -2.810 -3.149 -3.548
H -1.506 -2.215 -4.277
H -1.533 -0.776 -2.488
H -3.877 -0.954 -3.673
H -3.563 0.092 -2.293
H -4.424 -2.795 -1.907
H -5.604 -1.523 -2.148
H -5.387 -1.850 0.230
H -4.721 -0.278 -0.186
H -2.544 -1.247 -0.047
H -2.891 -3.561 -0.420
H -3.900 -3.575 1.042
H -1.538 -4.366 1.388
H -1.999 -3.030 2.442
H -0.593 -1.623 1.229
H 0.761 -3.767 1.900
H 1.411 -2.474 0.884
C -2.469 4.349 -0.061
C -3.329 4.559 1.003
C -3.691 3.476 1.788
C -3.160 2.224 1.491
N -2.331 2.014 0.464
C -2.006 3.062 -0.295
C -3.523 1.058 2.345
C -4.846 0.854 2.724
C -5.153 -0.234 3.523
C -4.126 -1.070 3.927
C -2.842 -0.772 3.502
N -2.539 0.258 2.732
H -2.163 5.154 -0.713
H -3.714 5.547 1.221
H -4.345 3.597 2.640
H -1.363 2.861 -1.151
H -5.618 1.524 2.368
H -6.176 -0.427 3.821
H -4.306 -1.935 4.551
H -2.006 -1.400 3.803
C 6.419 2.956 2.972
C 5.494 2.381 4.038
C 5.134 3.468 5.044
C 4.151 2.951 6.075
C 2.922 2.454 5.378
C 1.677 2.540 5.959
C 0.560 2.059 5.285
F -0.644 2.178 5.899
C 0.644 1.483 4.049
C 1.901 1.382 3.448
C 1.980 0.719 2.129
O 0.936 0.362 1.567
C 3.313 0.570 1.599
C 4.342 1.143 2.273
N 4.268 1.806 3.450
C 3.038 1.887 4.093
C 3.704 -0.178 0.310
O 4.780 0.158 -0.197
O 2.886 -1.031 -0.101
H 7.209 3.522 3.466
H 5.871 3.630 2.314
H 6.896 2.196 2.359
H 6.017 1.575 4.572
H 4.702 4.318 4.507
H 6.055 3.813 5.517
H 3.889 3.727 6.796
H 4.613 2.134 6.640
H 1.557 2.981 6.940
H -0.223 1.112 3.512
H 5.314 1.063 1.811
N -0.141 6.305 -5.155
C 0.396 5.590 -4.418
N 1.085 4.839 -3.582
C 0.540 3.722 -3.222
N 0.121 2.701 -2.844
C 3.367 -2.008 -7.605
C 2.140 -2.634 -6.954
C 1.343 -1.640 -6.175
N 1.393 -1.538 -4.897
N 0.615 -0.538 -4.395
C -0.013 0.119 -5.317
N -0.869 1.135 -5.032
S 0.303 -0.456 -6.921
H 3.936 -2.758 -8.154
H 4.016 -1.570 -6.849
H 3.087 -1.219 -8.303
H 2.438 -3.410 -6.248
H 1.506 -3.104 -7.710
H -0.650 1.611 -4.150
H -1.097 1.758 -5.788
*
```

Molecular formula: C13H28N3O4
Method: DFT, ωB97M-V/def2-TZVPD

Results
* HOMO energy: -11.247 eV
* frontier orbital gap: 7.641 eV
* LUMO level: -3.6 eV
* energy above the lowest of the compared OMol25 structures with the same formula, charge and spin: 5.865 eV

Structure (ORCA input):
```
! RIJCOSX wB97M-V def2-TZVPD def2/J DEFGRID3
* xyz 1 1
C 2.492 -3.374 -0.150
O 2.194 -2.343 -1.092
C 1.907 -1.101 -0.457
C 0.970 -0.251 -1.366
C -0.524 -0.137 -0.874
C -1.111 -1.433 -0.264
N -2.361 -1.127 0.491
C -2.688 -2.302 1.327
C -2.573 -3.664 0.525
N -2.714 -3.306 -0.923
C -1.509 -2.502 -1.352
O -0.413 -3.437 -1.448
C -0.256 -3.715 -2.752
N 0.128 -4.208 -3.688
H 1.557 -3.930 0.105
H 2.920 -2.960 0.785
H 3.175 -4.108 -0.617
H 1.486 -1.200 0.567
H 2.871 -0.553 -0.335
H 1.388 0.779 -1.363
H 1.066 -0.595 -2.418
H -1.146 0.106 -1.765
H -0.564 0.668 -0.115
H -0.457 -1.955 0.460
H -3.125 -0.920 -0.152
H -3.706 -2.197 1.755
H -2.002 -2.388 2.190
H -3.366 -4.379 0.820
H -1.615 -4.179 0.725
H -2.729 -4.158 -1.501
H -3.596 -2.806 -1.070
H -1.756 -2.030 -2.321
C 2.291 5.840 0.993
O 0.926 5.780 1.380
C 0.090 5.241 0.367
C -0.253 3.790 0.644
O 0.898 2.953 0.565
C 1.421 2.625 1.844
H 2.887 6.020 1.886
H 2.625 4.906 0.533
H 2.446 6.667 0.294
H 0.552 5.351 -0.619
H -0.835 5.826 0.371
H -0.957 3.440 -0.119
H -0.740 3.684 1.619
H 0.796 1.860 2.319
H 1.486 3.499 2.493
H 2.424 2.220 1.704
*
```

Molecular formula: C4H5NO
Method: DFT, ωB97M-V/def2-TZVPD

Results
* HOMO energy: -8.171 eV
* frontier orbital gap: 8.795 eV
* LUMO level: 0.6 eV
* energy above the lowest of the compared OMol25 structures with the same formula, charge and spin: 4.487 eV

Structure (ORCA input):
```
! RIJCOSX wB97M-V def2-TZVPD def2/J DEFGRID3
* xyz 0 1
N 0.115 -0.566 1.897
C -0.068 -0.045 0.640
C 0.186 -0.562 -0.629
C -0.154 0.621 -1.557
C -0.533 1.750 -0.802
O -0.449 1.248 0.548
H -0.414 -0.084 2.620
H 0.056 -1.577 1.963
H 0.387 -1.590 -0.912
H -0.159 0.537 -2.640
H 1.033 0.268 -1.129
*
```

Total energy for the records above, in order: -27037.1285, -11506.7840, -64055.1707, -116711.3057, -8290.3327, -81909.5257, -26584.6199, -7762.0397 eV